The following is a quantum chemistry calculation of one molecule with the formula C2H5NO, from the OMol25 dataset.

Each line ends with the Mulliken charge.
Geometry (Å):
1 C -1.10 -0.11 0.03  -0.76
2 N 0.22 0.54 -0.11  -0.16
3 C 1.32 -0.23 -0.13  0.12
4 O 2.51 0.11 0.06  -0.58
5 H -1.20 -0.45 1.14  0.28
6 H -1.34 -0.86 -0.70  0.30
7 H -1.81 0.78 -0.14  0.28
8 H 0.34 1.57 -0.01  0.27
9 H 1.05 -1.34 -0.13  0.24

The value obtained for the LUMO energy is 0.8933 eV. The energy relative to the best compared isomer or geometry (same formula, charge and spin) comes out at 102.4 kJ/mol. For the max |F|, the calculation gives 3.67 eV Å⁻¹. Its SMILES is CNC=O. As for the HOMO-LUMO gap: 10.66 eV.


The following is a quantum chemistry calculation of a 6-piece molecular cluster, C30H68Cl2N10O10P3 overall, from the OMol25 dataset.

Each line ends with the Mulliken charge.
Geometry (Å):
1 C -2.43 -0.10 3.00  -0.60
2 C -2.55 0.75 1.78  0.90
3 Cl -2.91 2.39 2.15  -0.15
4 C -2.43 0.33 0.51  -0.39
5 Cl -2.79 1.55 -0.71  -0.11
6 C -2.12 -1.09 -0.04  0.51
7 C -3.53 -1.65 -0.42  -1.85
8 C -4.43 -1.99 0.78  -1.19
9 O -5.15 -0.88 1.29  -0.58
10 N -1.40 -0.74 -1.39  -0.45
11 O -2.27 -0.63 -2.49  -0.42
12 C -0.29 -1.67 -1.79  0.11
13 P -0.60 -2.61 -3.42  0.90
14 N -0.43 -1.73 -4.70  -1.00
15 P 1.26 -0.71 -2.17  -0.02
16 O 1.49 0.47 -1.04  -0.44
17 O 2.50 -1.75 -2.34  -0.47
18 C -0.26 -2.74 -0.57  0.60
19 N -0.99 -3.87 -1.22  -0.78
20 P 1.33 -3.63 -0.11  0.15
21 C 2.68 -2.61 0.57  -1.01
22 C 1.92 -4.72 -1.46  -1.36
23 C -1.04 -2.05 0.60  1.03
24 N -0.07 -1.10 1.19  -0.08
25 C -1.38 -3.03 1.73  -0.96
26 C -2.04 -4.36 1.33  -0.57
27 O -3.17 -4.45 0.90  -0.59
28 N -1.22 -5.49 1.44  0.44
29 C -0.85 -5.77 2.83  -0.96
30 C -1.81 -6.66 0.81  -1.07
31 H -1.42 -0.41 3.24  -0.52
32 H -2.78 0.48 3.85  0.75
33 H -3.13 -0.93 2.95  0.25
34 H -4.06 -0.85 -0.93  0.62
35 H -3.47 -2.46 -1.13  0.73
36 H -3.91 -2.48 1.59  0.31
37 H -5.15 -2.71 0.41  0.54
38 H -5.08 -0.12 0.72  0.40
39 H -0.87 0.12 -1.18  1.26
40 H -2.09 0.23 -2.90  0.41
41 H -1.91 -3.11 -3.40  0.05
42 H 0.34 -3.64 -3.46  -0.04
43 H -0.22 -0.76 -4.50  0.28
44 H 2.22 0.33 -0.43  0.28
45 H 3.00 -1.41 -3.09  0.39
46 H -0.74 -4.75 -0.75  0.16
47 H -1.99 -3.79 -1.07  0.18
48 H 3.38 -3.31 1.02  0.48
49 H 2.35 -1.96 1.37  0.28
50 H 3.26 -2.02 -0.13  0.27
51 H 1.14 -5.03 -2.14  0.43
52 H 2.26 -5.64 -0.98  0.50
53 H 2.78 -4.32 -1.98  0.30
54 H 0.68 -0.81 0.59  -0.09
55 H 0.23 -1.33 2.13  0.11
56 H -1.98 -2.62 2.53  0.07
57 H -0.44 -3.31 2.18  0.83
58 H -0.23 -4.98 3.25  0.30
59 H -1.72 -5.89 3.49  0.34
60 H -0.24 -6.67 2.86  0.39
61 H -1.02 -7.41 0.73  0.40
62 H -2.63 -7.10 1.37  0.33
63 H -2.13 -6.45 -0.21  0.36
64 C -1.68 4.85 0.40  -1.06
65 C -0.79 6.03 0.74  0.58
66 O -0.07 6.02 1.73  -0.73
67 N -0.82 7.09 -0.10  -0.05
68 C -1.60 7.28 -1.31  -0.88
69 H -1.52 4.09 1.17  0.22
70 H -2.73 5.14 0.40  0.45
71 H -1.40 4.44 -0.57  0.35
72 H -0.21 7.84 0.19  0.25
73 H -0.92 7.44 -2.15  0.28
74 H -2.23 8.15 -1.21  0.40
75 H -2.23 6.42 -1.52  0.25
76 C 2.61 -2.05 6.53  -1.55
77 C 1.58 -1.79 5.47  0.93
78 O 1.45 -2.51 4.49  -0.56
79 N 0.77 -0.72 5.63  -0.05
80 C 0.75 0.26 6.70  -0.98
81 H 3.18 -2.94 6.26  0.29
82 H 3.30 -1.21 6.61  0.41
83 H 2.14 -2.22 7.50  0.42
84 H 0.10 -0.62 4.88  0.07
85 H -0.23 0.26 7.18  0.30
86 H 0.92 1.26 6.28  0.30
87 H 1.51 0.05 7.44  0.39
88 C 5.41 -7.27 -3.23  -1.42
89 C 4.84 -7.11 -1.84  0.92
90 O 3.71 -7.49 -1.56  -0.65
91 N 5.63 -6.53 -0.90  -0.13
92 C 6.98 -6.02 -1.05  -0.86
93 H 4.67 -7.75 -3.86  0.32
94 H 5.66 -6.30 -3.66  0.36
95 H 6.31 -7.89 -3.21  0.40
96 H 5.19 -6.46 0.00  0.22
97 H 7.65 -6.54 -0.36  0.31
98 H 7.00 -4.96 -0.80  0.27
99 H 7.34 -6.16 -2.06  0.32
100 C 5.14 5.66 -1.05  -1.38
101 C 3.71 5.37 -0.67  0.87
102 O 3.02 4.59 -1.31  -0.67
103 N 3.20 6.02 0.41  -0.03
104 C 3.86 6.97 1.28  -0.89
105 H 5.39 5.07 -1.93  0.28
106 H 5.27 6.72 -1.29  0.38
107 H 5.82 5.39 -0.24  0.39
108 H 2.24 5.79 0.61  0.11
109 H 3.86 6.60 2.30  0.29
110 H 3.33 7.92 1.27  0.27
111 H 4.89 7.14 0.97  0.37
112 C -5.79 9.36 -3.51  -1.35
113 C -4.49 8.59 -3.59  0.77
114 O -3.63 8.69 -2.72  -0.61
115 N -4.30 7.79 -4.66  -0.15
116 C -5.20 7.55 -5.78  -0.85
117 H -5.79 9.95 -2.60  0.29
118 H -5.89 10.03 -4.37  0.38
119 H -6.64 8.68 -3.48  0.37
120 H -3.41 7.31 -4.65  0.21
121 H -5.45 6.49 -5.83  0.28
122 H -4.71 7.83 -6.71  0.29
123 H -6.11 8.12 -5.67  0.33

The total charge is +1. The value obtained for the LUMO energy is -1.9742 eV. For the max |F|, the calculation gives 5.02 eV Å⁻¹. As for the HOMO-LUMO gap: 8.23 eV.


The following is a quantum chemistry calculation of an isolated ion of composition C2H2N3O3 and charge +1, from the OMol25 dataset.

Each line ends with the Mulliken charge.
Geometry (Å):
1 N -1.49 -2.54 -0.07  -0.11
2 C -0.99 -1.52 0.01  -0.04
3 C -0.30 -0.33 0.03  0.55
4 N 0.96 -0.20 0.19  0.10
5 O 1.58 1.00 -0.11  -0.35
6 N -1.20 1.03 -0.09  0.92
7 O -1.29 1.21 1.09  -0.39
8 O -1.49 1.49 -1.12  -0.39
9 H 1.69 -0.89 0.33  0.31
10 H 2.52 0.75 -0.27  0.40

The total charge is +1. The value obtained for the LUMO energy is -7.0187 eV. The energy relative to the best compared isomer or geometry (same formula, charge and spin) comes out at 755.7 kJ/mol. For the max |F|, the calculation gives 3.74 eV Å⁻¹. Its SMILES is N#C/C(=[NH+]/O)[N+](=O)[O-]. As for the HOMO-LUMO gap: 9.80 eV.


The following is a quantum chemistry calculation of a 2-piece molecular cluster, C4H6N2O overall, from the OMol25 dataset.

Each line ends with the Mulliken charge.
Geometry (Å):
1 C 1.66 1.21 -0.15  -0.50
2 C 2.55 -0.69 0.37  -0.18
3 C 0.68 0.28 -0.02  0.00
4 C -1.85 0.45 -0.18  -0.15
5 N 2.88 0.56 0.13  -0.56
6 N 1.23 -0.96 0.30  -0.01
7 O -2.42 -0.47 0.63  -0.42
8 H 1.50 2.22 -0.37  0.43
9 H 3.35 -1.41 0.47  0.36
10 H -2.06 1.48 0.14  0.27
11 H -2.06 0.30 -1.36  0.22
12 H 0.92 -1.91 0.46  0.19
13 H -2.64 -0.05 1.47  0.35

The value obtained for the LUMO energy (alpha / beta) is 0.0639 / 0.0796 eV. The energy relative to the best compared isomer or geometry (same formula, charge and spin) comes out at 485.5 kJ/mol. For the max |F|, the calculation gives 4.16 eV Å⁻¹. As for the HOMO-LUMO gap (alpha / beta): 8.44 / 8.46 eV.


Among the records above, which one has the lowest max |F|?
C2H5NO